Molecular formula: C20H41Cl5FO4P2
Method: DFT, ωB97M-V/def2-TZVPD

Calculated values
HOMO level, hartree: -0.114
Total charge: -1
Spin multiplicity: 1
E_tot, Eh: -4171.1730

Cartesian coordinates (Å):
1 C 2.93 -2.45 0.13
2 C 2.99 -1.43 1.26
3 C 2.02 -0.25 1.10
4 C 0.54 -0.65 0.96
5 C 0.25 -1.73 2.03
6 P -0.71 0.78 0.84
7 C -1.14 0.77 2.74
8 C -1.79 1.99 3.24
9 O -1.23 3.00 3.69
10 F -3.17 1.96 3.29
11 C 0.53 2.21 1.14
12 C 1.49 2.64 0.03
13 C 1.14 3.96 -0.64
14 O 2.77 2.87 0.72
15 P -2.36 -0.81 0.47
16 C -4.09 -0.21 0.63
17 C -2.14 -1.79 -1.07
18 O -0.54 0.83 -0.94
19 C -1.45 1.61 -1.55
20 Cl -0.91 2.36 -3.11
21 C -2.09 2.60 -0.57
22 C -3.47 3.08 -0.99
23 C -4.34 3.48 0.20
24 O -2.01 2.00 0.69
25 H 3.53 -3.33 0.37
26 H 3.40 -2.01 -0.75
27 H 1.92 -2.75 -0.13
28 H 2.93 -1.88 2.25
29 H 3.98 -0.98 1.21
30 H 2.20 0.40 1.95
31 H 2.33 0.21 0.17
32 H 0.48 -1.15 0.00
33 H 0.57 -2.69 1.66
34 H -0.79 -1.83 2.31
35 H 0.80 -1.49 2.94
36 H -1.83 -0.05 2.91
37 H -0.24 0.65 3.33
38 H -0.09 3.08 1.32
39 H 1.08 2.10 2.07
40 H 1.70 1.87 -0.70
41 H 2.04 4.57 -0.67
42 H 0.42 4.53 -0.07
43 H 0.82 3.84 -1.67
44 H 3.46 2.77 0.07
45 H -4.48 0.30 -0.25
46 H -4.72 -1.09 0.76
47 H -4.21 0.38 1.53
48 H -1.27 -2.42 -0.95
49 H -2.09 -1.24 -2.01
50 H -3.00 -2.47 -1.15
51 H -2.30 1.00 -1.88
52 H -1.53 3.54 -0.45
53 H -3.30 3.98 -1.57
54 H -3.99 2.37 -1.63
55 H -4.03 4.42 0.64
56 H -5.35 3.64 -0.17
57 H -4.40 2.71 0.96
58 Cl 4.89 -4.65 1.95
59 C 6.67 -4.59 2.07
60 C 7.19 -3.36 2.76
61 Cl 6.95 -1.89 1.79
62 H 7.08 -4.68 1.07
63 H 6.97 -5.47 2.64
64 H 8.26 -3.46 2.92
65 H 6.70 -3.21 3.72
66 Cl -1.84 -3.55 -4.53
67 C -3.06 -2.73 -5.52
68 C -2.55 -1.43 -6.10
69 Cl -2.30 -0.19 -4.86
70 H -3.94 -2.57 -4.91
71 H -3.32 -3.41 -6.33
72 H -3.28 -1.04 -6.80
73 H -1.61 -1.58 -6.62



Molecular formula: C30H28N2
Method: DFT, ωB97M-V/def2-TZVPD

Calculated values
HOMO level, hartree: -0.220
Spin multiplicity: 1
E_tot, Eh: -1269.4048

Cartesian coordinates (Å):
1 C 0.72 3.51 -0.18
2 C 1.41 2.30 -0.68
3 N 2.41 2.38 -1.60
4 C 2.91 3.62 -2.18
5 C 2.94 1.12 -1.87
6 C 2.30 0.20 -1.01
7 C 2.84 -1.08 -0.93
8 C 3.85 -1.47 -1.82
9 C 4.39 -0.56 -2.74
10 C 3.97 0.78 -2.73
11 C 1.24 0.94 -0.32
12 C 0.23 0.45 0.54
13 C 0.33 -0.87 1.07
14 C 0.45 -1.21 2.43
15 C 0.64 -0.31 3.58
16 N 0.41 -2.57 2.55
17 C 0.49 -3.29 3.81
18 C 0.28 -3.17 1.28
19 C 0.24 -2.11 0.33
20 C 0.02 -2.40 -1.02
21 C -0.15 -3.74 -1.39
22 C -0.11 -4.77 -0.44
23 C 0.10 -4.49 0.92
24 H -0.05 3.23 0.53
25 H 1.44 4.17 0.33
26 H 0.25 4.08 -1.00
27 H 3.52 3.37 -3.06
28 H 2.07 4.26 -2.47
29 H 3.55 4.18 -1.47
30 H 2.52 -1.77 -0.16
31 H 4.22 -2.49 -1.80
32 H 5.15 -0.89 -3.45
33 H 4.40 1.54 -3.39
34 H -0.26 1.20 1.18
35 H 0.58 0.73 3.23
36 H -0.12 -0.45 4.36
37 H 1.64 -0.45 4.03
38 H 0.12 -4.30 3.66
39 H 1.52 -3.34 4.18
40 H -0.12 -2.78 4.56
41 H -0.04 -1.59 -1.74
42 H -0.33 -3.98 -2.43
43 H -0.23 -5.81 -0.77
44 H 0.11 -5.27 1.69
45 C -3.91 -0.53 0.18
46 C -2.52 -0.64 -0.02
47 C -1.98 0.63 -0.42
48 C -3.07 1.59 -0.34
49 C -4.29 0.83 -0.08
50 C -5.54 1.44 -0.13
51 C -5.60 2.83 -0.30
52 C -4.42 3.60 -0.36
53 C -3.15 2.98 -0.40
54 H -4.59 -1.33 0.48
55 H -1.97 -1.55 0.17
56 H -1.14 0.83 -1.09
57 H -6.43 0.81 -0.09
58 H -6.57 3.32 -0.36
59 H -4.50 4.68 -0.40
60 H -2.24 3.57 -0.43



Molecular formula: H3O2PS2
Method: DFT, ωB97M-V/def2-TZVPD

Calculated values
HOMO level, hartree: -0.353
Spin multiplicity: 1
E_tot, Eh: -1290.0332
Structure (SMILES): OP(O)(=S)S

Cartesian coordinates (Å):
1 O -0.63 -0.41 -1.64
2 O 1.52 -0.49 -0.27
3 P 0.11 -0.16 0.24
4 S -0.88 -1.11 1.67
5 S 0.25 1.90 0.73
6 H -1.44 -0.87 -1.51
7 H 1.37 -0.60 -1.26
8 H -0.31 1.74 2.04